Run a
Computed, not measured: a 2-piece molecular cluster, C8H16N2O2 overall, with ωB97M-V/def2-TZVPD.

Summary:
HOMO energy in Ha: -0.315
Orbital gap in eV: 9.3
SMILES: N[C@H]1C=COC1.C=C(CN)OC

Atoms and positions in Å:
N -1.4360 1.9107 1.8543
C -1.0165 0.5528 1.5875
C 0.4376 0.3552 1.3039
C 1.0031 -0.2131 2.3706
O 0.1340 -0.7164 3.2665
C -1.1617 -0.3286 2.8332
H -1.6812 2.4177 1.0156
H -0.6710 2.4216 2.2405
H -1.6798 0.2259 0.7899
H 0.9694 0.7423 0.4563
H 2.0526 -0.3871 2.5992
H -1.6578 0.2819 3.5942
H -1.7540 -1.2459 2.6577
C -0.7645 0.5833 -1.7800
C 0.1857 -0.3468 -1.8705
C -0.2093 -1.7999 -1.9737
N 0.7321 -2.7731 -1.3967
O 1.5059 -0.1000 -2.0839
C 1.7770 1.3273 -1.9427
H -1.8039 0.2612 -1.6617
H -0.5825 1.6435 -1.8570
H -0.2881 -2.0232 -3.0494
H -1.2489 -1.9262 -1.5833
H 1.3253 -2.3537 -0.6894
H 0.2548 -3.5260 -0.9079
H 1.2929 1.8403 -2.7988
H 2.8689 1.4481 -1.9803
H 1.4156 1.7282 -0.9940

Run b
Computed, not measured: a 2-piece molecular cluster, C8H16N2O2 overall, with ωB97M-V/def2-TZVPD.

Summary:
HOMO energy in Ha: -0.333
Orbital gap in eV: 9.8
SMILES: CC/C(C)=C\C(N)=O.C/C=N\O

Atoms and positions in Å:
C 1.5871 -1.7417 -1.7730
C 0.6061 -1.1381 -0.7273
C 1.4434 -0.6963 0.4417
C 1.8697 -1.7246 1.3781
C 1.9268 0.5375 0.6546
C 1.4480 1.6746 -0.0414
N 1.6758 2.9377 0.5268
O 0.9476 1.5538 -1.1650
H 0.9828 -2.3330 -2.4193
H 2.1026 -0.9333 -2.2678
H 2.2604 -2.2434 -1.2642
H 0.0582 -0.2865 -1.0466
H 0.0577 -1.9449 -0.3512
H 1.1823 -1.8261 2.2034
H 1.8438 -2.7102 1.0112
H 2.7851 -1.4269 1.8694
H 2.4429 0.8412 1.5581
H 2.2151 3.0024 1.4130
H 1.6687 3.7039 -0.2041
C -4.2219 0.5468 0.3823
C -3.1530 -0.3709 -0.0478
N -2.0031 0.1650 -0.4116
O -1.9915 1.5075 -0.6137
H -5.0092 0.9813 -0.3756
H -3.7179 1.4460 0.7398
H -4.8175 -0.0304 1.0241
H -3.1589 -1.3959 0.3157
H -1.0311 1.9045 -0.8097

So which one is most stable? That would be run a, about 0.830 eV below the next structure.

Run a
Computed, not measured: a 2-piece molecular cluster, C7H14NO3 overall, with ωB97M-V/def2-TZVPD.

Summary:
Net charge: -1
HOMO energy in Ha: -0.157
Orbital gap in eV: 7.7

Atoms and positions in Å:
C -0.6751 1.0975 0.3535
C -1.2308 2.4399 1.0548
C -2.2560 -0.5144 -0.4675
C 0.3565 -0.8692 2.0232
C -1.1577 -0.8456 1.6892
O -1.8279 -1.4510 2.4935
N -1.6344 0.0334 0.7174
H -0.3398 1.2523 -0.6595
H 0.1982 1.1296 0.9838
H -0.9609 2.3537 2.1192
H -2.2930 2.4709 1.3216
H -1.7053 -0.5349 -1.4064
H 0.4653 -1.3740 2.9854
H -0.7396 3.1322 0.3801
H -2.5862 -1.5420 -0.3751
H -3.0719 0.1236 -0.8351
H 1.0558 -1.3246 1.3244
H 0.8033 0.0832 2.3300
C 2.8825 -1.3981 -2.3361
C 1.9168 -0.1293 -2.1775
O 1.2656 -0.1162 -1.1025
O 2.1731 0.7797 -2.9835
H 3.8735 -0.9525 -2.4076
H 2.7218 -1.6358 -3.3966
H 2.7662 -2.2085 -1.6287

Run b
Computed, not measured: a 2-piece molecular cluster, C7H14NO3 overall, with ωB97M-V/def2-TZVPD.

Summary:
Net charge: -1
HOMO energy in Ha: -0.162
Orbital gap in eV: 7.8

Atoms and positions in Å:
C 0.8330 -0.2986 0.2236
C 1.9765 -1.4001 0.2803
C 1.8593 1.8823 0.6336
C -1.1319 0.0807 2.2360
C -0.0520 1.1465 2.0849
O -0.0902 2.2592 2.5562
N 0.8706 0.8811 1.0441
H 0.6744 0.0705 -0.8315
H -0.1520 -0.8242 0.2174
H 2.2654 -1.8356 -0.6919
H 1.4829 -2.2710 0.6926
H 1.2241 2.7498 0.3318
H -0.6933 -0.8116 2.7339
H 2.8946 -0.8469 0.5712
H 2.2800 2.1059 1.7053
H 2.5572 1.3650 -0.0430
H -1.9733 0.5684 2.7272
H -1.6071 -0.2249 1.3337
C -1.7049 -0.9481 -3.1638
C -2.0642 -0.1723 -1.8380
O -2.7327 0.8643 -1.9338
O -1.7870 -0.8091 -0.7627
H -2.4394 -1.7600 -3.1853
H -0.7405 -1.3954 -2.8801
H -1.7495 -0.3759 -4.0420

So which one is most stable? That would be run b, about 0.893 eV below the next structure.

Run a
Computed, not measured: the molecule C2H4N4O2, with ωB97M-V/def2-TZVPD.

Summary:
HOMO energy in Ha: -0.330
Orbital gap in eV: 9.4
SMILES: Nn1[nH]nc(O)c1=O

Atoms and positions in Å:
N 0.4039 -0.0750 2.1031
N 0.4543 0.0906 0.6989
N 0.0414 1.2975 0.2775
N -0.2988 1.2192 -1.0973
C -0.3687 -0.0708 -1.3265
O -0.7805 -0.4662 -2.5100
C -0.0356 -0.9422 -0.1161
O 0.0535 -2.1199 0.0444
H 1.0171 -0.8868 2.4546
H -0.5210 -0.4740 2.2988
H 0.8634 2.0071 0.2079
H -0.8291 0.4207 -3.0351

Run b
Computed, not measured: C2H4N4O2 as an isolated structure, with ωB97M-V/def2-TZVPD.

Summary:
HOMO energy in Ha: -0.358
Orbital gap in eV: 9.4

Atoms and positions in Å:
C -1.0076 -0.4414 0.3714
C 0.8576 0.6451 -0.6249
H -0.1674 -2.5906 0.5287
H 1.8554 -1.3139 1.1868
H -2.4618 -0.7966 1.5293
H -0.2817 2.3566 -0.4853
N 1.0967 -1.7588 0.1765
N 0.4200 -0.4419 0.0755
N -1.6403 -1.3264 1.2875
N -0.3699 1.4013 -0.7662
O -1.3141 0.8841 0.1659
O 1.9904 1.1163 -0.9973

Run c
Computed, not measured: the molecule C2H4N4O2, with ωB97M-V/def2-TZVPD.

Summary:
HOMO energy in Ha: -0.366
Orbital gap in eV: 10.4
SMILES: [H]/N=c1\onnn1OC

Atoms and positions in Å:
H 2.2932 -1.6963 -0.3161
N 1.4848 -1.2119 -0.3463
C 1.3539 -0.0690 -0.0108
O 2.2400 0.8326 0.4218
N 1.5990 2.1455 0.6016
N 0.3688 1.9405 0.3467
N 0.0837 0.6770 0.2465
O -0.9568 0.3914 -0.6314
C -1.9553 -0.5198 -0.1049
H -2.8420 0.0447 0.5172
H -1.3744 -1.3626 0.3805
H -2.2949 -1.1722 -1.1048

So which one is most stable? That would be run a, about 2.930 eV below the next structure.

Run a
Computed, not measured: the molecule C2H4N4O2, with ωB97M-V/def2-TZVPD.

Summary:
HOMO energy in Ha: -0.342
Orbital gap in eV: 9.5
SMILES: Nn1cnc(=O)n1O

Atoms and positions in Å:
N 0.1462 -2.0293 -1.1166
N 0.0951 -0.6877 -0.8612
C 0.9812 0.3976 -1.1624
N 0.9595 1.4618 -0.4571
C 0.0983 1.0598 0.6647
O -0.2326 1.8575 1.5603
N -0.2321 -0.3384 0.4996
O -1.5027 -0.8347 0.9465
H 1.0276 -2.4070 -1.2848
H -0.5111 -2.4204 -1.8441
H 1.3754 0.3558 -2.1468
H -1.2684 -1.2986 1.7545

Run b
Computed, not measured: a 2-piece molecular cluster, C2H4N4O2 overall, with ωB97M-V/def2-TZVPD.

Summary:
HOMO energy in Ha: -0.342
Orbital gap in eV: 9.3

Atoms and positions in Å:
C -1.2915 0.0513 -0.1194
C 0.6534 0.7135 -0.2713
H -3.1945 -0.5027 0.5274
H 1.7207 2.1507 0.3776
H 2.5079 -0.2075 0.2274
H -0.7402 -1.9088 -0.9449
N -0.6033 1.2607 0.0164
N 1.8481 1.2250 -0.0602
N 0.6832 -0.7278 -0.5035
N -0.6289 -1.1279 -0.3531
O -2.5774 0.2566 0.3789
O 1.6225 -1.1831 0.7246

So which one is most stable? That would be run a, about 1.759 eV below the next structure.